# 1
59
Properties=species:S:1:pos:R:3:forces:R:3:lowdin_charge:R:1 method="wB97M-V/def2-TZVPD" energy_ev=-140003.42328 charge=-2 gap_ev="3.8 / 3.8"
Ti -0.247354 -0.464168 0.589442 -1.35 -0.82 2.35 0.975
O -2.231846 1.387801 -2.949077 -0.05 0.04 0.11 0.039
C -2.950476 2.301718 -2.255243 0.14 -0.09 -0.06 -0.263
C -3.898201 3.037640 -2.963272 -0.03 0.03 -0.05 -0.037
C -4.649425 4.012779 -2.331858 0.00 -0.01 0.05 -0.124
C -4.461635 4.262336 -0.976178 0.04 -0.01 0.04 -0.123
C -3.524982 3.524759 -0.269258 -0.03 0.00 0.02 -0.036
C -2.754551 2.537347 -0.883192 0.06 -0.13 -0.11 -0.069
C -1.759522 1.773396 -0.103904 0.03 -0.04 -0.19 -0.390
O -1.174681 0.694891 -0.643966 -0.61 0.95 -0.44 -0.305
N -1.444143 2.123448 1.090887 0.33 0.15 0.50 0.112
N -0.540142 1.228303 1.579794 0.25 -0.12 -0.15 -0.160
C 0.110327 1.455338 2.769676 -0.35 0.32 -0.28 -0.119
C 1.093202 0.558508 3.027652 0.21 -0.20 -0.10 -0.289
C 1.968408 0.555859 4.170920 -0.05 -0.03 -0.05 -0.073
C 2.955397 -0.357697 4.265802 0.14 -0.18 -0.09 -0.137
C 3.126960 -1.336510 3.218800 0.11 0.10 0.23 -0.122
C 2.265809 -1.319639 2.168524 -0.22 0.14 -0.02 -0.161
N 1.250192 -0.426741 2.032007 0.02 0.31 0.07 -0.033
H -1.699786 0.882479 -2.292829 -0.04 0.01 0.00 0.059
H -4.028591 2.818930 -4.016927 0.02 0.00 0.04 0.106
H -5.390210 4.571214 -2.893670 0.02 0.00 0.00 0.085
H -5.048511 5.020460 -0.471505 0.00 -0.01 0.00 0.084
H -3.365059 3.686613 0.789297 -0.02 0.01 -0.03 0.105
H -0.133965 2.298508 3.400337 -0.09 0.04 -0.05 0.100
H 1.824380 1.311132 4.936324 -0.03 -0.02 -0.03 0.095
H 3.625245 -0.351556 5.120201 -0.01 -0.02 -0.02 0.078
H 3.919384 -2.073848 3.257169 -0.04 0.04 0.01 0.070
H 2.351078 -2.051314 1.375061 -0.06 0.00 -0.05 0.106
Se -2.056225 -1.928604 -1.103915 -0.40 0.07 -0.42 0.657
C -2.286032 -3.700317 -0.720813 0.08 -0.27 0.14 -0.869
N -2.456274 -4.819237 -0.457045 -0.02 0.12 -0.05 -0.019
O 1.709636 1.086121 -0.480345 0.54 0.56 -0.27 0.088
C 1.685344 0.044713 -1.098698 0.12 -0.52 -0.02 -0.584
O 0.981493 -1.002406 -0.762537 1.36 0.35 -1.12 -0.165
C 2.491118 -0.143170 -2.356826 -0.05 -0.20 0.00 -0.091
C 1.864261 -0.637640 -3.493443 -0.03 -0.08 -0.06 0.017
C 2.587512 -0.835383 -4.661583 -0.05 0.01 -0.01 -0.057
C 3.945471 -0.570613 -4.693385 0.10 -0.06 -0.21 -0.023
C 4.552741 -0.091622 -3.547800 0.04 -0.06 0.09 -0.146
C 3.848075 0.135840 -2.379957 0.11 0.22 0.14 0.070
N 6.003842 0.181045 -3.579665 -0.48 0.19 -0.13 -0.359
O 6.509035 0.681103 -2.598612 0.18 -0.03 0.15 0.071
O 6.605683 -0.074871 -4.607364 0.16 -0.09 -0.04 0.044
H 0.807583 -0.875683 -3.446596 0.03 -0.03 0.02 0.129
H 2.091377 -1.210730 -5.547260 0.01 0.00 0.00 0.104
H 4.541099 -0.731344 -5.580264 -0.04 0.00 0.00 0.109
H 4.347261 0.527988 -1.503596 -0.06 -0.02 -0.02 0.135
O -3.301498 -0.277517 3.363797 0.00 -0.01 -0.04 0.048
C -2.621105 -1.219565 3.022475 0.07 0.08 -0.08 -0.471
C -2.790284 -2.637956 3.591052 0.04 -0.09 0.01 -0.084
C -1.774097 -3.491364 2.834072 -0.02 0.08 -0.01 -0.074
C -1.069397 -2.450761 1.998388 0.16 -0.16 0.18 -0.546
O -0.098037 -2.626407 1.244964 -0.21 -0.07 0.11 -0.067
N -1.594740 -1.221871 2.106644 -0.06 -0.44 -0.08 0.077
H -3.823351 -2.952213 3.443856 0.00 0.02 0.00 0.112
H -2.603680 -2.589964 4.664891 -0.01 -0.02 0.00 0.109
H -2.225450 -4.207132 2.146233 -0.01 -0.03 0.01 0.096
H -1.058675 -4.022427 3.462311 0.00 0.02 0.01 0.116


# 2
52
Properties=species:S:1:pos:R:3:forces:R:3:lowdin_charge:R:1 method="wB97M-V/def2-TZVPD" energy_ev=-72489.52629 charge=-2 gap_ev=2.4
Na 0.034149 0.344002 -0.465706 0.30 -0.07 -0.02 0.123
C 0.536898 -2.916263 1.168261 0.11 -0.15 0.09 -0.206
N 0.387840 -1.481252 1.206734 0.10 0.38 -0.06 0.008
C -0.220567 -0.961818 2.210230 0.13 -1.05 0.08 -0.137
C -0.311374 0.421413 2.431709 -0.23 0.97 0.50 -0.359
C -0.991345 1.071814 3.482497 -0.10 -0.56 0.01 -0.097
C -0.726925 2.418618 3.330751 0.06 0.54 0.24 -0.144
C 0.105338 2.515092 2.207808 -0.02 0.32 0.16 -0.263
N 0.348880 1.335346 1.661691 0.46 -0.28 -0.19 0.009
C -0.768050 -3.660271 1.265583 -0.09 -0.10 0.08 -0.231
C -1.763951 -3.357760 0.341233 0.04 -0.07 -0.03 -0.016
C -2.974166 -4.022701 0.368038 -0.09 0.04 -0.08 -0.078
C -3.219078 -4.993921 1.327388 -0.03 -0.15 0.05 -0.119
C -2.245910 -5.279074 2.271224 -0.16 -0.13 0.05 -0.119
C -1.030349 -4.609767 2.245768 0.10 0.01 -0.10 -0.066
H 1.218642 -3.239785 1.970550 -0.04 -0.13 -0.11 0.107
H 1.012886 -3.160341 0.210077 -0.02 -0.09 0.17 0.112
H -0.677241 -1.593723 2.998728 0.04 0.07 -0.23 0.131
H -1.609586 0.600188 4.231533 -0.03 -0.06 0.06 0.078
H -1.065463 3.238809 3.944272 -0.09 0.03 0.05 0.064
H 0.538201 3.410749 1.793442 -0.01 0.24 -0.15 0.080
H -1.570957 -2.596528 -0.399341 -0.05 0.18 -0.21 0.116
H -3.729143 -3.780278 -0.365191 -0.06 0.04 -0.08 0.104
H -4.159885 -5.534346 1.328156 0.02 0.06 0.06 0.088
H -2.437253 -6.027839 3.030605 0.02 -0.02 0.04 0.086
H -0.278437 -4.840656 2.990588 0.08 0.03 0.02 0.098
S 4.901925 0.126823 -2.582272 -0.76 0.24 0.62 0.985
C 3.212091 -0.222892 -2.144959 0.54 0.92 0.63 -0.380
N 2.739037 0.463545 -1.158911 -0.99 -1.56 -1.15 0.075
C 3.641552 1.317410 -0.649084 1.92 1.23 0.44 -0.304
C 3.439970 2.192055 0.430761 -0.12 -0.44 -0.46 0.019
C 4.464707 3.024114 0.813481 0.22 0.24 0.16 -0.091
C 5.699812 3.016987 0.162026 0.13 -0.38 -0.45 -0.107
C 5.934662 2.145496 -0.900488 0.39 0.65 0.52 -0.124
C 4.914076 1.310615 -1.290747 -0.83 -0.64 -0.28 -0.484
H 2.656271 -0.939463 -2.708447 -0.36 -0.30 -0.20 0.075
H 2.486603 2.173185 0.929698 -0.29 -0.03 0.15 0.084
H 4.316602 3.706009 1.641992 -0.06 -0.02 0.00 0.099
H 6.487500 3.688627 0.476980 0.01 0.03 0.04 0.089
H 6.892629 2.130396 -1.405196 0.01 0.02 0.01 0.095
Cl -1.265769 2.762388 -0.838889 0.07 0.38 0.31 0.663
C -2.282104 2.289982 -2.169207 -0.62 0.71 -0.31 -0.629
C -3.281811 3.128248 -2.567036 0.25 0.21 0.28 -0.216
C -4.109190 2.786358 -3.636659 -0.60 0.52 -0.21 -0.217
C -3.863240 1.586664 -4.300693 0.00 -0.31 -0.15 -0.227
C -2.860960 0.755569 -3.891549 -0.63 0.28 -0.66 -0.658
Cl -2.593690 -0.709750 -4.811688 0.01 -0.31 -0.16 0.493
C -1.996532 0.977204 -2.743773 0.74 -0.70 0.45 -0.679
N -1.133783 0.175266 -2.291570 0.64 -0.86 0.10 -0.111
H -3.419990 4.073986 -2.051046 -0.03 0.01 0.03 0.072
H -4.908019 3.445701 -3.951637 -0.04 0.03 -0.03 0.043
H -4.475505 1.295769 -5.147715 -0.02 0.01 -0.07 0.068


# 3
53
Properties=species:S:1:pos:R:3:forces:R:3:lowdin_charge:R:1 method="wB97M-V/def2-TZVPD" s_squared=2.11 energy_ev=-64562.84425 charge=-1 multiplicity=3 gap_ev="5.7 / 4.9"
Pt -0.422554 0.224945 0.955611 -0.02 0.67 -0.60 1.233
C 3.413991 0.439430 -3.227409 0.00 0.00 0.02 -0.114
C 2.081357 0.065761 -3.114950 0.00 0.00 0.00 -0.093
C 1.461846 0.018897 -1.877777 0.00 -0.08 -0.03 -0.042
C 2.172446 0.346920 -0.722144 -0.03 0.11 -0.04 -0.258
C 3.521680 0.702266 -0.831650 -0.02 0.08 0.00 -0.035
C 4.125691 0.751994 -2.075589 0.01 -0.01 -0.01 -0.104
N 1.537362 0.279506 0.523438 -0.04 -0.20 0.11 -0.164
N 2.357872 0.163987 1.560597 0.05 -0.10 -0.04 0.048
C 1.720803 -0.220965 2.675294 -0.04 -0.02 0.04 -0.348
C 2.421763 -0.490888 3.867459 0.01 0.00 -0.01 -0.023
C 1.745048 -1.020956 4.932696 0.01 -0.01 0.01 -0.084
C 0.372882 -1.288926 4.832217 -0.01 0.02 0.00 -0.072
C -0.280271 -0.968164 3.666710 0.04 0.11 0.06 -0.166
N 0.372483 -0.424535 2.630780 -0.01 -0.06 0.04 -0.085
H 3.894324 0.475985 -4.196790 0.00 0.00 0.00 0.091
H 1.515470 -0.204368 -3.998142 0.00 0.00 0.00 0.099
H 0.434147 -0.302463 -1.794078 0.05 -0.02 0.00 0.086
H 4.074688 0.939373 0.064518 -0.01 0.00 0.01 0.095
H 5.168707 1.036903 -2.144343 0.00 0.00 -0.01 0.095
H 3.483772 -0.295453 3.890577 0.00 0.00 0.00 0.105
H 2.275770 -1.245274 5.849823 0.00 0.00 0.00 0.100
H -0.181003 -1.724302 5.650433 0.00 0.00 0.00 0.099
H -1.335470 -1.121816 3.508596 0.00 0.01 0.02 0.092
C -2.224737 1.896063 -2.812510 0.17 -0.03 -0.02 -0.033
C -2.068815 1.153580 -1.526602 -0.39 -0.30 1.22 -0.476
O -1.015064 1.160181 -0.888009 0.24 0.21 0.30 -0.162
C -2.767191 -0.397842 0.635188 -0.30 -0.69 0.79 -0.403
C -4.371842 1.480199 -0.349312 -0.55 -0.10 -0.22 -0.177
C -4.737029 -1.008445 -0.729388 -3.16 0.53 -1.11 -0.272
C -4.863322 -2.250753 -0.162340 1.10 0.12 0.66 -0.196
C -3.805400 -2.768900 0.567633 -0.16 0.20 -0.30 -0.048
C -2.753755 -1.883086 0.939653 1.18 -0.11 0.48 -0.423
O -1.821709 -2.297020 1.666782 -0.29 -0.06 -0.17 -0.040
H -1.265918 1.916758 -3.333323 -0.01 -0.04 -0.01 0.084
H -2.514504 2.918839 -2.571141 -0.04 -0.01 -0.01 0.094
H -2.992733 1.452290 -3.442559 -0.03 0.04 0.00 0.068
H -2.724156 -1.030004 -1.486961 0.37 0.50 0.05 0.114
H -4.053248 0.312397 -2.204018 0.13 0.08 0.98 0.051
H -5.791967 -2.789088 -0.314963 0.05 -0.09 -0.08 0.076
H -3.690569 -3.793232 0.899276 -0.11 -0.03 0.02 0.101
Cl -1.405638 2.039168 3.999240 0.01 0.00 0.05 0.692
C -2.678675 2.493174 2.900819 0.01 -0.19 -0.09 -0.602
C -3.363213 3.648493 3.135039 -0.05 0.13 0.06 -0.145
C -4.419472 4.023493 2.273964 0.07 -0.06 0.02 -0.111
C -4.719329 3.253610 1.190110 0.20 -0.08 0.08 -0.073
C -4.003229 2.045530 0.889022 0.22 0.84 0.07 -0.256
Cl -3.532909 0.118173 -0.897725 1.01 -1.20 -1.72 0.647
C -2.986500 1.643724 1.812555 -0.22 -0.46 -0.77 -0.278
N -2.451366 0.388537 1.682111 0.59 0.24 0.14 -0.060
H -3.095253 4.259321 3.986609 0.00 -0.01 0.00 0.089
H -4.970936 4.932556 2.479667 -0.01 0.00 -0.02 0.090
H -5.499026 3.528826 0.492707 -0.02 0.03 0.01 0.095


# 4
58
Properties=species:S:1:pos:R:3:forces:R:3:lowdin_charge:R:1 method="wB97M-V/def2-TZVPD" s_squared=3.76 energy_ev=-176242.48108 charge=-2 multiplicity=4 gap_ev="6.1 / 6.3"
Co 1.379655 -1.143195 -0.860025 0.27 -0.15 -0.25 0.214
C 2.851581 3.622319 3.991822 0.02 0.03 0.01 -0.066
C 1.896374 2.540432 3.564098 -0.04 0.00 0.01 -0.283
C 2.364291 1.403793 2.912217 0.04 -0.02 -0.02 -0.029
C 1.500865 0.401385 2.504581 0.05 -0.04 0.05 -0.059
C 0.143629 0.540828 2.745696 -0.11 0.02 0.02 -0.269
C -0.347157 1.660093 3.397818 0.01 0.03 -0.06 -0.059
C 0.531807 2.652999 3.806870 0.00 -0.01 -0.01 -0.054
S -1.018086 -0.717783 2.285008 0.08 -0.17 -0.10 0.593
O -2.299888 -0.062872 2.088551 0.05 -0.05 0.16 -0.335
O -1.020427 -1.734965 3.321235 0.07 0.02 -0.01 -0.326
N -0.364425 -1.231644 0.920735 -0.21 0.05 0.32 -0.113
C -0.946135 -2.209283 0.211588 0.04 0.06 -0.12 -0.417
C -2.130344 -2.934327 0.497229 -0.03 -0.01 0.00 -0.032
C -2.526398 -3.917110 -0.377801 -0.02 -0.01 0.00 -0.100
C -1.779641 -4.203789 -1.526315 0.03 0.01 0.01 -0.105
C -0.642248 -3.450730 -1.749305 -0.08 0.07 -0.05 -0.174
N -0.266021 -2.472137 -0.933432 0.19 0.12 0.08 0.013
H 3.543224 3.874110 3.186343 -0.01 -0.01 0.00 0.076
H 3.450945 3.304387 4.848942 0.00 -0.01 0.00 0.074
H 2.316387 4.529666 4.275856 0.00 -0.01 0.00 0.065
H 3.422668 1.302205 2.697817 -0.01 0.01 0.00 0.118
H 1.883760 -0.473410 1.994486 -0.01 0.00 -0.03 0.040
H -1.413936 1.757448 3.551427 0.00 0.00 -0.01 0.105
H 0.147489 3.538857 4.301853 0.00 0.00 0.00 0.100
H -2.688122 -2.715399 1.396722 0.02 -0.01 0.00 0.097
H -3.428402 -4.481753 -0.165750 0.00 0.00 0.00 0.096
H -2.065295 -4.984284 -2.216711 -0.01 0.01 0.00 0.088
H -0.021583 -3.590807 -2.625100 0.00 -0.01 0.01 0.088
S 2.781247 -2.526076 0.476291 -0.01 0.33 0.05 0.587
C 4.277820 -2.296070 -0.390339 -0.12 -0.04 -0.16 -0.768
C 5.475774 -2.684250 0.287540 0.13 -0.04 -0.04 -0.323
N 6.437642 -3.011521 0.834033 -0.03 0.01 0.05 0.114
C 4.352168 -1.821303 -1.670512 -0.08 -0.04 0.14 -0.786
S 2.992978 -1.361889 -2.645042 -0.14 0.03 0.12 0.548
C 5.640042 -1.688900 -2.288087 0.10 -0.09 -0.03 -0.320
N 6.667190 -1.594682 -2.803352 -0.02 0.04 -0.01 0.117
C -0.662809 2.001915 -3.898888 -0.01 -0.08 -0.04 -0.053
N -1.499053 1.093162 -3.145233 0.04 -0.02 0.09 -0.076
C -1.594172 -0.244716 -3.331503 0.07 0.10 -0.11 -0.788
Se -0.773670 -1.235920 -4.632528 -0.06 -0.10 -0.09 0.536
N -2.428064 -0.717719 -2.371801 0.10 -0.01 0.10 0.128
C -2.823591 0.307915 -1.524392 -0.08 0.10 -0.02 -0.172
C -3.639193 0.338347 -0.408618 -0.02 -0.05 -0.11 -0.032
C -3.838885 1.571701 0.189725 -0.07 0.06 -0.03 -0.110
C -3.246124 2.729515 -0.312399 -0.01 0.01 -0.01 -0.094
C -2.426766 2.697811 -1.431499 0.02 -0.04 -0.05 -0.024
C -2.230107 1.464448 -2.026306 -0.15 0.04 0.01 -0.185
H -0.180599 1.431554 -4.688406 0.00 0.00 0.00 0.034
H 0.089894 2.415871 -3.229284 -0.02 0.05 0.00 0.057
H -1.282154 2.788573 -4.336186 0.02 0.01 0.02 0.087
H -2.523002 -1.707012 -2.200336 -0.04 -0.02 -0.05 0.117
H -4.058848 -0.567344 0.007191 0.02 0.02 0.01 0.107
H -4.433065 1.628124 1.091991 0.02 -0.02 0.00 0.098
H -3.402992 3.669611 0.201532 0.00 0.00 0.00 0.092
H -1.928047 3.583191 -1.800290 0.02 -0.01 0.02 0.105
N 0.795138 2.036518 -1.028598 0.07 -0.04 -0.02 -0.040
C 0.986678 0.894107 -0.971158 -0.07 -0.14 0.16 -0.303


In the order shown, the computed relative energy (zero: lowest compared OMol25 entry of this formula, charge and spin) values come out to 20.4 15.0 414.2 0.0 kcal per mole.